56
Properties=species:S:1:pos:R:3:mulliken_charge:R:1 method="wB97M-V/def2-TZVPD" spin_multiplicity=1 homo_lumo_gap_ev=9.24 smiles="C[C@@H](F)[Si@@H](I)CCCCS(=O)(=O)Cl.CCOCC.CCOCC" homo_energy_ha=-0.355 lumo_ev=-0.42
C -3.12 4.26 0.75 -1.29
C -2.16 3.72 -0.36 0.33
F -1.57 4.74 -1.11 -0.32
Si -0.90 2.46 0.36 0.30
I -0.89 0.47 -1.12 -0.06
C 0.85 3.24 0.57 -0.84
C 1.54 3.22 -0.84 -0.56
C 3.00 3.87 -0.83 -0.51
C 3.93 2.91 -1.62 -0.72
S 5.23 3.79 -2.61 1.03
O 6.05 4.69 -1.78 -0.52
O 6.08 2.71 -3.18 -0.57
Cl 4.33 4.73 -4.23 -0.18
H -3.91 4.83 0.21 0.35
H -2.62 4.94 1.46 0.33
H -3.65 3.42 1.24 0.34
H -2.79 3.13 -1.07 0.26
H -1.36 2.00 1.67 -0.23
H 1.45 2.58 1.23 0.43
H 0.80 4.26 1.01 0.41
H 1.68 2.15 -1.11 0.25
H 0.93 3.76 -1.59 0.27
H 2.94 4.87 -1.31 0.37
H 3.34 4.00 0.22 0.35
H 3.38 2.30 -2.37 0.45
H 4.47 2.22 -0.93 0.32
C 1.13 -4.21 -1.74 -1.23
C -0.19 -3.56 -1.33 0.26
O -1.02 -3.22 -2.43 -0.35
C -1.42 -4.29 -3.27 -0.35
C -2.22 -5.36 -2.55 -1.02
H 1.68 -3.55 -2.40 0.32
H 1.74 -4.41 -0.85 0.40
H 0.97 -5.15 -2.26 0.29
H 0.02 -2.63 -0.80 -0.06
H -0.74 -4.20 -0.63 0.06
H -0.55 -4.72 -3.78 0.31
H -2.04 -3.84 -4.05 0.33
H -1.64 -5.85 -1.76 0.26
H -2.54 -6.13 -3.25 0.39
H -3.10 -4.92 -2.08 0.28
C -0.33 -1.00 4.95 -1.09
C -1.39 -0.44 4.02 -0.36
O -1.04 -0.53 2.64 -0.22
C -0.81 -1.83 2.14 0.61
C -2.02 -2.75 2.25 -1.11
H 0.63 -0.49 4.80 0.30
H -0.63 -0.87 5.99 0.39
H -0.16 -2.07 4.79 0.25
H -1.52 0.62 4.23 0.36
H -2.36 -0.92 4.19 0.31
H 0.07 -2.28 2.61 0.25
H -0.57 -1.71 1.08 -0.57
H -2.31 -2.92 3.29 0.36
H -1.80 -3.72 1.80 0.35
H -2.88 -2.31 1.74 0.28